Entry 1
{"formula": "C4H10NO2", "method": "ωB97M-V/def2-TZVPD", "symbols": ["O", "O", "N", "C", "C", "C", "C", "H", "H", "H", "H", "H", "H", "H", "H", "H", "H"], "xyz": [[0.111, 0.363, -1.835], [-1.057, 1.957, -0.742], [1.018, -0.771, 0.410], [1.102, -2.254, 0.500], [-0.511, 0.926, -0.723], [-0.366, -0.179, 0.416], [-0.682, 0.409, 1.738], [0.144, 1.100, -2.611], [-0.797, -0.424, 2.552], [1.992, -2.549, 1.041], [1.637, -0.481, -0.448], [1.360, -2.541, -0.560], [-1.376, -0.956, 0.416], [-1.656, 1.019, 1.955], [0.242, -2.804, 0.723], [0.029, 1.224, 2.035], [1.604, -0.159, 1.049]], "mulliken_spin": [0.17, 0.72, 0.00, 0.01, -0.03, 0.09, 0.00, -0.01, 0.01, 0.00, 0.00, 0.00, 0.02, 0.00, 0.00, 0.01, 0.00], "charge": 2, "e_lumo_ev": [-9.7, -15.2], "gap_ha": [0.43474, 0.23491], "multiplicity": 2}

---

Entry 2
{"formula": "C4H10NO2", "method": "ωB97M-V/def2-TZVPD", "symbols": ["O", "O", "N", "C", "C", "C", "C", "H", "H", "H", "H", "H", "H", "H", "H", "H", "H"], "xyz": [[-0.456, 1.529, 0.354], [-0.150, 0.987, 2.534], [0.247, -1.121, -0.301], [0.112, -0.628, -1.588], [0.142, 0.836, 1.307], [0.841, -0.459, 0.823], [-1.292, -0.170, -2.140], [-1.062, 0.696, 0.837], [1.880, -0.097, 0.619], [0.916, -1.198, 1.619], [-1.068, 0.271, -3.123], [0.799, 0.196, -1.792], [-1.955, -1.000, -2.330], [-1.737, 0.604, -1.505], [1.544, 0.400, 3.716], [0.393, -1.482, -2.235], [0.849, 0.633, 3.205]], "mulliken_spin": [0.03, 0.28, 0.00, 0.00, -0.01, -0.02, 0.00, 0.02, 0.00, -0.01, 0.00, 0.00, 0.00, 0.00, 0.39, 0.00, 0.31], "charge": 2, "e_lumo_ev": [-13.4, -13.7], "gap_ha": [0.28037, 0.26992], "multiplicity": 2}

---

Tell me which of them is the most stable. Sure, it is entry 1.

---

Entry 1
{"formula": "H7NO2", "method": "ωB97M-V/def2-TZVPD", "symbols": ["O", "O", "N", "H", "H", "H", "H", "H", "H", "H"], "xyz": [[-3.739, 2.862, 1.155], [0.987, 0.508, 0.000], [1.739, -2.156, -0.748], [1.837, -2.781, 0.099], [0.843, -2.287, -1.279], [1.384, -0.465, -0.159], [2.520, -2.640, -1.216], [-2.783, 3.103, 0.968], [1.347, 0.702, 0.864], [-4.136, 3.153, 0.315]], "mulliken_charge": [-0.65, -0.71, -0.84, 0.26, 0.25, 0.47, 0.24, 0.33, 0.32, 0.32], "smiles": "N.O.O", "charge": 0, "e_lumo_ev": 0.7, "gap_ha": 0.41278}

---

Entry 2
{"formula": "H7NO2", "method": "ωB97M-V/def2-TZVPD", "symbols": ["O", "O", "N", "H", "H", "H", "H", "H", "H", "H"], "xyz": [[1.842, -0.936, -1.293], [-0.672, 1.862, -0.661], [-0.742, -0.350, 1.829], [-0.865, 1.769, -1.605], [-0.433, -1.308, 1.713], [0.223, 2.206, -0.811], [-0.915, 0.005, 0.892], [2.139, -1.545, -0.645], [-1.644, -0.366, 2.277], [1.067, -1.335, -1.695]], "mulliken_charge": [-0.62, -0.64, -0.64, 0.31, 0.20, 0.32, 0.22, 0.30, 0.22, 0.31], "smiles": "N.O.O", "charge": 0, "e_lumo_ev": 0.7, "gap_ha": 0.38399}

---

Tell me which of them is the most stable. Sure, it is entry 2.

---

Entry 1
{"formula": "C2Br2Cl2S", "method": "ωB97M-V/def2-TZVPD", "symbols": ["Br", "Br", "Cl", "Cl", "S", "C", "C"], "xyz": [[-1.855, 1.243, -0.604], [1.232, 1.821, -0.765], [1.694, -1.383, -0.342], [-1.152, -1.880, -0.150], [0.059, 0.275, 1.770], [-0.120, 0.689, 0.011], [0.144, -0.763, 0.080]], "mulliken_charge": [0.00, 0.00, -0.11, -0.11, -0.01, -0.07, 0.31], "charge": 0, "e_lumo_ev": -0.3, "gap_ha": 0.34621}

---

Entry 2
{"formula": "C2Br2Cl2S", "method": "ωB97M-V/def2-TZVPD", "symbols": ["Br", "Br", "Cl", "Cl", "S", "C", "C"], "xyz": [[-1.571, 1.658, -0.402], [-1.618, -1.506, -0.305], [1.621, 1.392, -0.591], [1.596, -1.481, -0.615], [-0.222, -0.079, 2.072], [-0.571, 0.041, 0.258], [0.765, -0.024, -0.417]], "mulliken_charge": [-0.01, 0.01, -0.04, -0.04, -0.02, -0.07, 0.17], "charge": 0, "e_lumo_ev": [-1.8, -2.7], "gap_ha": [0.28260, 0.22361]}

---

Tell me which of them is the most stable. Sure, it is entry 1.

---

Entry 1
{"formula": "C2HNS2", "method": "ωB97M-V/def2-TZVPD", "symbols": ["S", "S", "N", "C", "C", "H"], "xyz": [[-0.074, 1.569, -0.032], [-1.351, -1.000, -0.037], [2.479, -0.855, -0.010], [1.261, -0.606, -0.014], [0.021, 0.062, 0.167], [-2.242, 0.160, 0.251]], "mulliken_charge": [-0.24, -0.18, -0.36, 0.14, 0.44, 0.19], "smiles": "N#CC(=S)S", "charge": 0, "e_lumo_ev": -1.7, "gap_ha": 0.29343}

---

Entry 2
{"formula": "C2HNS2", "method": "ωB97M-V/def2-TZVPD", "symbols": ["S", "S", "N", "C", "C", "H"], "xyz": [[-1.677, -1.748, 0.017], [-0.164, 0.980, 0.004], [-3.752, 1.183, 0.023], [-2.785, 0.586, -0.052], [-1.528, -0.129, -0.012], [0.996, 0.342, -0.329]], "mulliken_charge": [-0.15, -0.18, -0.28, 0.13, 0.30, 0.18], "smiles": "N#CC(=S)S", "charge": 0, "e_lumo_ev": -1.7, "gap_ha": 0.29716}

---

Tell me which of them is the most stable. Sure, it is entry 2.

---

Entry 1
{"formula": "C27H38BrInN6O3SSi2Te", "method": "ωB97M-V/def2-TZVPD", "symbols": ["Te", "In", "Br", "S", "Si", "Si", "O", "O", "O", "N", "N", "N", "N", "N", "N", "C", "C", "C", "C", "C", "C", "C", "C", "C", "C", "C", "C", "C", "C", "C", "C", "C", "C", "C", "C", "C", "C", "C", "C", "C", "C", "C", "H", "H", "H", "H", "H", "H", "H", "H", "H", "H", "H", "H", "H", "H", "H", "H", "H", "H", "H", "H", "H", "H", "H", "H", "H", "H", "H", "H", "H", "H", "H", "H", "H", "H", "H", "H", "H", "H"], "xyz": [[3.352, 0.310, 1.042], [-0.530, -0.241, -1.312], [-1.544, -0.776, -3.720], [1.788, 0.772, -2.068], [-1.413, -2.546, -0.413], [-2.754, 0.809, -0.413], [-0.028, -0.491, 1.635], [3.404, -2.612, -2.466], [-0.020, -0.211, 3.860], [0.128, 2.157, 1.232], [2.109, -2.679, 1.934], [1.788, 3.363, -2.539], [2.981, -4.352, 0.519], [2.540, -2.290, -0.334], [-0.332, 2.290, -2.490], [-3.834, 1.996, -1.476], [-0.316, 2.587, 3.540], [-5.202, -0.647, -0.199], [-3.034, 1.522, 1.340], [-3.816, -0.800, -0.321], [0.127, 3.467, 1.017], [-1.330, -3.437, 1.289], [4.153, 2.188, 1.796], [1.195, 4.515, -2.805], [-4.188, -3.182, -0.344], [2.087, 5.722, -2.925], [-0.052, 0.207, 2.694], [1.014, 2.262, -2.379], [-0.184, 4.613, -2.972], [-5.559, -3.010, -0.246], [3.489, -5.253, 1.515], [-0.331, 3.951, 3.306], [2.514, -3.075, 0.745], [-3.295, -2.106, -0.378], [-0.105, 4.404, 2.014], [-6.073, -1.723, -0.159], [3.477, -4.407, -0.829], [-0.099, 1.723, 2.472], [4.913, 0.202, -0.437], [3.127, -2.985, -1.346], [-1.222, -4.012, -1.646], [-0.900, 3.435, -2.815], [2.012, -3.374, 2.653], [4.680, -0.658, -1.062], [-0.521, 4.655, 4.108], [-4.098, 1.519, 1.594], [3.922, 2.997, 1.104], [3.677, 2.398, 2.753], [4.560, -4.565, -0.875], [-1.205, -2.717, 2.098], [2.928, -5.154, 2.443], [1.955, 6.377, -2.061], [2.973, -5.178, -1.418], [1.845, 6.290, -3.825], [-1.975, 3.398, -2.962], [-3.962, 1.592, -2.483], [4.885, 1.093, -1.061], [-2.668, 2.550, 1.417], [-5.617, 0.353, -0.126], [-0.173, -4.098, -1.942], [5.232, 2.136, 1.939], [3.124, 5.395, -2.962], [4.553, -5.072, 1.723], [-3.799, -4.195, -0.401], [-0.471, 2.168, 4.524], [3.374, -6.278, 1.159], [-1.540, -4.971, -1.225], [-0.103, 5.461, 1.777], [-7.142, -1.561, -0.065], [-2.511, 0.923, 2.085], [-2.254, -3.989, 1.475], [-0.499, -4.146, 1.324], [5.901, 0.086, 0.007], [1.412, -1.869, 1.962], [-3.349, 2.971, -1.560], [-0.667, 5.548, -3.227], [-1.795, -3.820, -2.554], [-4.821, 2.161, -1.037], [0.337, 3.781, -0.001], [-6.225, -3.867, -0.221]], "mulliken_charge": [0.56, 1.14, -0.70, -0.36, 0.90, 0.52, -0.31, -0.70, -0.87, 0.94, -0.06, -0.50, 0.20, 0.20, -0.03, -1.27, -0.71, -0.51, -1.13, 0.36, -0.08, -1.33, -1.23, 1.04, -0.55, -1.30, -0.27, 0.06, -1.15, -0.77, -1.07, -0.54, 0.16, 0.36, -0.54, -0.82, -0.59, 0.10, -0.90, 0.04, -1.33, -0.20, 0.24, 0.17, 0.37, 0.56, 0.34, 0.31, 0.29, 0.13, 0.31, 0.26, 0.29, 0.34, 0.49, 0.30, 0.29, 0.17, 0.15, 0.24, 0.37, 0.33, 0.32, 0.26, 0.49, 0.34, 0.34, 0.45, 0.35, 0.17, 0.62, 0.25, 0.35, -0.22, 0.21, 0.36, 0.33, 0.39, -0.11, 0.36], "charge": -2, "e_lumo_ev": 3.9, "gap_ha": 0.19350}

---

Entry 2
{"formula": "C27H38BrInN6O3SSi2Te", "method": "ωB97M-V/def2-TZVPD", "symbols": ["Te", "In", "Br", "S", "Si", "Si", "O", "O", "O", "N", "N", "N", "N", "N", "N", "C", "C", "C", "C", "C", "C", "C", "C", "C", "C", "C", "C", "C", "C", "C", "C", "C", "C", "C", "C", "C", "C", "C", "C", "C", "C", "C", "H", "H", "H", "H", "H", "H", "H", "H", "H", "H", "H", "H", "H", "H", "H", "H", "H", "H", "H", "H", "H", "H", "H", "H", "H", "H", "H", "H", "H", "H", "H", "H", "H", "H", "H", "H", "H", "H"], "xyz": [[-0.056, -3.781, 1.493], [0.353, 0.239, 0.211], [1.265, -1.845, -1.057], [0.695, 0.708, -3.999], [0.014, 0.574, 2.731], [-1.362, 2.082, -0.291], [-2.959, -2.353, 1.500], [3.607, 3.267, 0.515], [1.813, 1.997, 0.066], [0.015, 1.905, -6.269], [-2.028, -1.411, -0.405], [-1.718, 0.715, -5.136], [3.056, -0.170, 1.066], [-3.608, -2.069, -1.905], [-1.801, -0.822, -2.676], [-4.023, -2.651, -0.655], [-1.702, 2.669, 1.517], [4.935, -1.244, 2.057], [3.729, 0.970, 1.030], [-0.862, 2.307, -7.168], [-4.073, -2.529, -3.185], [-0.593, -4.890, 3.252], [-0.758, 3.578, -1.260], [-1.213, 2.053, 2.693], [-0.410, 1.143, -5.216], [3.641, -1.253, 1.564], [1.756, -4.889, 1.236], [5.038, 1.076, 1.494], [-2.924, 4.280, 2.890], [-2.563, 1.141, -6.053], [5.646, -0.050, 2.015], [-2.426, -1.410, -1.682], [2.995, 2.197, 0.477], [1.502, 1.245, 3.696], [-2.943, -2.126, 0.301], [-0.321, 3.166, -8.281], [-2.213, 1.971, -7.107], [-0.781, -0.739, 3.840], [-3.114, 1.723, -0.937], [-2.547, 3.778, 1.655], [-2.455, 3.667, 4.044], [-1.612, 2.574, 3.932], [-1.681, -1.134, 3.362], [-1.439, 4.431, -1.167], [-4.957, -1.982, -3.529], [5.373, -2.149, 2.458], [-0.094, -1.577, 3.985], [-1.246, 2.108, 4.844], [5.526, 2.038, 1.434], [-2.252, -0.643, -3.562], [0.528, 2.667, -8.749], [-4.328, -3.591, -3.127], [-0.913, -0.314, -2.628], [-3.592, 0.796, -5.949], [-0.673, 3.305, -2.316], [3.039, -2.158, 1.557], [1.540, -5.946, 1.090], [-3.090, 1.427, -1.988], [-2.924, 4.269, 0.761], [6.664, -0.004, 2.387], [0.235, 3.864, -0.913], [-2.932, 2.314, -7.838], [0.151, -4.750, 4.034], [-3.288, -2.420, -3.933], [-5.012, -2.320, -0.332], [-3.580, 5.143, 2.953], [0.044, 4.110, -7.872], [2.238, 0.460, 3.890], [-1.080, 3.376, -9.036], [-3.730, 2.625, -0.853], [1.997, 2.045, 3.141], [2.408, -4.757, 2.098], [-3.998, -3.746, -0.679], [2.238, -4.486, 0.347], [-2.741, 4.042, 5.021], [-0.702, -5.951, 3.026], [-1.048, -0.332, 4.821], [1.176, 1.657, 4.658], [-1.548, -4.492, 3.593], [-3.590, 0.931, -0.356]], "mulliken_charge": [0.62, 1.72, -0.53, -0.40, 0.06, 0.23, -0.69, -0.82, -0.71, -0.58, 0.89, -0.35, 0.44, 0.09, 0.17, -0.48, 0.48, -0.67, 0.30, 1.01, -1.17, -1.19, -1.08, 0.40, -0.06, -0.22, -1.12, -0.66, -0.72, -0.20, -0.29, -0.16, 0.12, -1.13, -0.39, -1.18, -0.85, -0.94, -1.13, -0.62, -0.75, -0.47, 0.21, 0.33, 0.28, 0.41, 0.14, 0.21, 0.49, 0.32, 0.29, 0.33, -0.31, 0.39, 0.19, 0.21, 0.34, 0.23, 0.18, 0.38, 0.27, 0.28, 0.34, 0.43, 0.28, 0.35, 0.25, 0.22, 0.31, 0.49, 0.23, 0.32, 0.32, 0.25, 0.35, 0.36, 0.37, 0.47, 0.29, 0.22], "charge": -2, "e_lumo_ev": 3.7, "gap_ha": 0.19697}

---

Tell me which of them is the most stable. Sure, it is entry 2.

---

Entry 1
{"formula": "C8H13NO", "method": "ωB97M-V/def2-TZVPD", "symbols": ["O", "N", "C", "C", "C", "C", "C", "C", "C", "C", "H", "H", "H", "H", "H", "H", "H", "H", "H", "H", "H", "H", "H"], "xyz": [[2.358, 1.269, -1.041], [1.749, 1.243, 1.065], [-1.146, 1.422, -0.876], [0.716, -0.407, -0.442], [-1.848, 0.246, -0.263], [-0.587, 0.036, -1.074], [-1.873, 0.080, 1.236], [1.701, 0.696, -0.160], [0.724, -1.643, 0.425], [1.336, -1.690, -0.943], [1.607, 0.664, 1.882], [-2.765, -0.074, -0.765], [0.803, -2.216, -1.737], [2.423, -1.735, -1.016], [-1.588, 1.923, -1.737], [2.251, 2.179, 0.957], [-0.931, 0.413, 1.693], [-0.616, 2.088, -0.191], [-2.036, -0.969, 1.525], [1.396, -1.691, 1.283], [-2.684, 0.679, 1.674], [-0.238, -2.131, 0.576], [-0.751, -0.381, -2.071]], "mulliken_charge": [-0.68, -0.33, -0.88, 1.33, 0.15, -0.39, -1.35, -0.42, -0.71, -0.80, 0.25, 0.41, 0.27, 0.28, 0.30, 0.28, 0.21, 0.27, 0.30, 0.30, 0.41, 0.28, 0.51], "smiles": "C[C@H]1C[C@H]1C1(C(N)=O)CC1", "charge": 0, "e_lumo_ev": 0.9, "gap_ha": 0.37810}

---

Entry 2
{"formula": "C8H13NO", "method": "ωB97M-V/def2-TZVPD", "symbols": ["O", "N", "C", "C", "C", "C", "C", "C", "C", "C", "H", "H", "H", "H", "H", "H", "H", "H", "H", "H", "H", "H", "H"], "xyz": [[1.590, -0.886, 0.434], [1.769, 1.119, -0.552], [-1.440, 2.725, -0.275], [-1.531, -1.368, 1.426], [-0.903, 1.552, -0.241], [-0.389, 0.226, -0.140], [-1.286, -1.006, -0.065], [3.240, 1.071, -0.569], [1.041, 0.078, -0.082], [-0.805, -1.942, -1.088], [3.667, 0.203, 0.006], [-1.534, 3.127, 0.685], [1.340, 1.822, -1.081], [3.619, 0.803, -1.621], [0.281, -2.244, -0.923], [-1.326, -2.829, -1.115], [-1.323, 3.292, -1.092], [-1.994, -2.299, 1.573], [-1.968, -0.595, 2.002], [-2.148, -0.575, -0.499], [-0.467, -1.624, 1.922], [-0.775, -1.431, -2.027], [3.739, 1.918, -0.098]], "mulliken_charge": [-0.66, -0.22, -1.01, -1.34, -0.42, 0.20, 0.73, -0.90, 0.99, -1.53, 0.30, 0.30, 0.15, 0.29, 0.25, 0.48, 0.35, 0.42, 0.36, 0.33, 0.23, 0.38, 0.32], "smiles": "C=C=C(C(=O)NC)C(C)C", "charge": 0, "e_lumo_ev": 0.8, "gap_ha": 0.36665}

---

Tell me which of them is the most stable. Sure, it is entry 1.